{
  "formula": "C21H29N3OsSSi",
  "method": "the ωB97M-V functional and the def2-TZVPD basis",
  "total_charge": 2,
  "e_lumo_ev": -7.5,
  "orbital_gap_ev": 6.49,
  "e_homo_ev": -14.024,
  "elements": ["Os", "C", "N", "C", "C", "N", "C", "S", "H", "H", "H", "H", "H", "H", "H", "H", "C", "C", "C", "N", "H", "H", "H", "H", "H", "C", "Si", "C", "C", "C", "C", "C", "C", "C", "H", "H", "H", "H", "H", "H", "H", "H", "H", "H", "H", "C", "C", "C", "C", "C", "C", "H", "H", "H", "H", "H"],
  "xyz": [[0.00014, 0.12962, -0.22818], [3.73009, 0.97354, -2.62015], [3.81232, 0.01828, -1.52154], [5.06329, -0.16027, -0.75909], [4.70216, -1.26282, 0.25711], [3.26022, -1.44681, 0.00764], [2.86263, -0.74796, -1.04886], [1.25143, -0.91215, -1.76382], [4.41265, 0.67595, -3.41477], [4.01419, 1.96177, -2.26045], [2.71613, 1.00432, -3.00648], [5.33780, 0.78134, -0.28431], [5.86730, -0.44904, -1.43357], [4.87825, -0.95822, 1.28523], [5.24070, -2.18981, 0.07176], [2.74177, -2.24547, 0.33668], [-1.16431, 0.84627, 4.62517], [-0.48530, -0.46230, 4.18423], [-0.18352, -0.44306, 2.75638], [0.05490, -0.43211, 1.63241], [-1.31877, 0.80712, 5.70043], [-2.13122, 0.96735, 4.14056], [-0.54171, 1.70966, 4.39761], [-1.12680, -1.32533, 4.37283], [0.45019, -0.62395, 4.72289], [-2.58162, 0.23806, -2.57122], [-2.27696, -0.27942, -0.81406], [-3.21688, 0.66091, 0.49959], [-2.61839, -2.09064, -0.61915], [-1.63788, -3.08646, -0.66534], [-1.97850, -4.43133, -0.62434], [-3.31201, -4.80376, -0.54097], [-4.30272, -3.83257, -0.49048], [-3.95862, -2.48872, -0.51837], [-3.63330, 0.52614, -2.66818], [-2.40282, -0.61477, -3.22690], [-1.97688, 1.07495, -2.92448], [-4.17314, 0.99157, 0.08259], [-2.71097, 1.55092, 0.88100], [-3.42151, -0.00963, 1.33548], [-0.58945, -2.81761, -0.74854], [-1.20743, -5.18988, -0.66899], [-3.58025, -5.85137, -0.51199], [-5.34406, -4.12096, -0.43209], [-4.75046, -1.74753, -0.46732], [0.80357, 4.77423, -0.45969], [1.75910, 3.89393, 0.05399], [1.47634, 2.54623, 0.11322], [0.23052, 2.05742, -0.34020], [-0.71896, 2.95129, -0.85059], [-0.42456, 4.30690, -0.90341], [1.02156, 5.83302, -0.50907], [2.71050, 4.27136, 0.40509], [2.21484, 1.86669, 0.52968], [-1.68316, 2.60764, -1.20167], [-1.16043, 4.99745, -1.29335]],
  "forces_ev_per_a": [[0.46, 0.28, -0.59], [0.04, -0.02, 0.02], [0.05, 0.07, -0.11], [-0.01, -0.02, 0.01], [0.00, 0.03, -0.01], [0.06, -0.09, 0.07], [0.01, 0.15, -0.18], [-0.24, -0.11, 0.09], [0.00, -0.02, 0.00], [-0.01, 0.00, 0.03], [-0.02, -0.01, 0.01], [-0.04, 0.02, 0.01], [-0.01, -0.01, -0.02], [-0.01, 0.02, 0.01], [-0.03, -0.02, -0.03], [-0.02, 0.01, 0.00], [0.01, 0.01, -0.06], [0.02, 0.07, -0.07], [0.13, -0.29, 0.43], [-0.72, 0.04, 0.45], [-0.01, -0.01, 0.00], [0.00, 0.00, 0.00], [0.00, -0.01, 0.02], [0.00, -0.03, -0.05], [0.04, 0.00, -0.04], [0.07, 0.23, -0.12], [0.00, -0.67, 0.02], [0.05, 0.27, 0.07], [-0.06, -0.23, 0.02], [-0.09, 0.03, -0.02], [0.02, 0.01, 0.02], [-0.01, 0.00, 0.01], [0.00, 0.04, 0.03], [0.06, -0.04, 0.01], [0.02, -0.03, -0.04], [0.00, 0.01, -0.01], [-0.04, 0.01, 0.00], [0.01, 0.00, 0.04], [-0.05, 0.01, -0.02], [-0.01, 0.01, 0.01], [-0.01, -0.04, -0.04], [-0.01, 0.01, 0.01], [0.00, 0.00, -0.02], [0.01, 0.00, 0.02], [0.01, -0.01, -0.03], [-0.01, -0.03, 0.00], [-0.05, 0.05, -0.02], [-0.07, 0.08, -0.03], [0.42, 0.29, 0.09], [0.00, -0.03, 0.00], [-0.01, 0.04, 0.00], [0.01, -0.01, 0.01], [-0.02, 0.00, 0.01], [0.00, -0.03, -0.01], [0.02, -0.03, 0.00], [0.02, 0.01, 0.00]],
  "lowdin_charge": [0.9153, 0.0015, -0.1185, -0.0555, -0.0729, 0.0547, -0.6665, 0.7159, 0.1119, 0.1054, 0.0712, 0.1362, 0.1403, 0.1275, 0.1343, 0.1518, -0.0563, -0.1651, -0.0570, 0.0361, 0.0940, 0.0836, 0.0876, 0.1400, 0.1366, -0.1775, 0.4535, -0.1857, -0.3122, -0.1286, -0.0717, -0.0583, -0.0577, -0.0900, 0.0552, 0.0473, 0.0250, 0.0542, 0.0203, 0.0378, 0.0344, 0.1101, 0.1157, 0.1160, 0.1086, -0.0259, -0.0581, -0.1184, -0.3612, -0.0902, -0.0407, 0.1246, 0.1180, 0.0941, 0.0851, 0.1242]
}

=====

{
  "formula": "C4H17N2O2",
  "method": "the ωB97M-V functional and the def2-TZVPD basis",
  "total_charge": 1,
  "e_lumo_ev": -2.9,
  "e_above_lowest_kcal_mol": 50.2,
  "orbital_gap_ev": 10.81,
  "e_homo_ev": -13.737,
  "elements": ["C", "N", "C", "N", "C", "C", "H", "H", "H", "H", "H", "H", "H", "H", "H", "H", "H", "H", "H", "H", "H", "O", "H", "H", "O"],
  "xyz": [[-0.14010, -2.33279, 0.61480], [1.07422, -2.41729, 1.57942], [0.18630, -1.08032, -0.27046], [0.15211, 0.22601, 0.61306], [-1.01458, 0.58391, -1.83718], [-0.83112, -0.84100, -1.39504], [-1.11711, -2.42628, 1.22022], [-0.23716, -3.28386, -0.03983], [0.79385, -3.00251, 2.26074], [1.81582, -2.81149, 1.11052], [1.11255, -1.19465, -0.73451], [-0.81594, 0.57675, 0.61130], [0.40610, -0.06289, 1.52915], [0.74714, 0.93477, 0.27865], [-1.41278, 0.56128, -2.90090], [-0.07157, 1.26896, -1.97984], [-1.78354, 1.24109, -1.36013], [-1.75054, -1.35739, -1.22654], [-0.43457, -1.43740, -2.28536], [-1.16380, 3.45888, 1.25993], [-0.61654, 2.87941, 2.54179], [-1.08912, 2.49361, 1.71251], [2.20633, 3.20399, -1.07413], [2.30455, 2.28006, 0.26175], [1.67950, 2.53917, -0.48989]],
  "forces_ev_per_a": [[1.24, -1.15, 0.36], [-3.19, 3.40, -2.55], [-3.65, 0.39, 1.10], [-1.49, -3.00, -0.94], [0.04, 2.65, -2.64], [1.53, -1.23, -1.47], [1.46, 1.12, -0.89], [0.45, 1.66, 0.60], [-0.73, -2.44, 3.15], [2.05, -1.09, -1.24], [1.86, 0.08, -0.08], [0.52, 0.18, 0.23], [0.46, -0.20, 1.30], [0.85, 1.35, -0.79], [0.40, -0.08, 1.16], [-1.41, -1.65, 0.64], [0.61, -0.84, 0.31], [-0.90, 0.02, 0.57], [-0.31, 0.83, 1.03], [-0.09, -3.49, 0.92], [-1.17, -1.54, -1.63], [1.25, 5.01, 0.71], [-1.28, -1.83, 1.63], [-0.89, 0.97, -1.68], [2.38, 0.87, 0.21]],
  "lowdin_charge": [-0.1588, 0.0364, -0.2412, 0.2298, -0.1254, -0.2299, 0.1458, 0.1428, 0.0176, 0.0408, 0.1258, 0.1276, 0.1252, 0.0638, 0.0997, 0.1055, 0.0867, 0.1063, 0.1465, 0.1328, 0.0937, -0.1477, 0.1177, 0.0831, -0.1249]
}

=====

{
  "formula": "C10H15NS",
  "method": "the ωB97M-V functional and the def2-TZVPD basis",
  "total_charge": 0,
  "e_lumo_ev": [-0.1, -0.5],
  "e_above_lowest_kcal_mol": 192.4,
  "orbital_gap_ev": [6.77, 6.20],
  "e_homo_ev": [-6.879, -6.712],
  "elements": ["C", "C", "C", "C", "C", "C", "C", "C", "C", "C", "N", "S", "H", "H", "H", "H", "H", "H", "H", "H", "H", "H", "H", "H", "H", "H", "H"],
  "xyz": [[-2.66111, 1.45995, 1.23204], [-1.63983, -0.76002, 0.82066], [-1.43896, 1.94947, 1.28246], [-2.78703, 0.02346, 1.09615], [-0.50535, -0.00283, 0.79374], [2.15955, 0.29236, 0.69863], [0.91171, -0.47554, -1.66018], [-4.09331, -0.65107, 1.36890], [3.57196, 0.28576, 0.27153], [1.71266, 0.67334, -2.11962], [-0.33139, 1.25575, 1.08542], [0.99847, -0.74990, 0.04288], [-3.47185, 2.11134, 1.48399], [-1.61742, -1.88873, 0.63011], [-1.30973, 2.96267, 1.36060], [1.68174, 0.62986, 1.59932], [1.07884, -1.42646, -2.28352], [-4.74136, -0.37090, 0.55564], [-4.07466, -1.68962, 1.52088], [-4.61886, -0.21659, 2.21068], [3.87346, 1.25309, 0.59563], [3.58224, 0.06087, -0.75629], [4.17773, -0.48081, 0.98523], [2.80653, 0.54055, -2.59219], [1.71620, 1.40619, -1.34211], [1.20080, 1.14091, -3.02036], [0.01418, -2.90661, -0.22738]],
  "forces_ev_per_a": [[-2.05, -3.59, 0.26], [-1.73, 0.05, 0.09], [1.71, 0.04, -0.54], [0.39, -0.15, 0.82], [2.12, -0.52, -0.70], [-1.28, -1.46, 0.50], [0.81, -2.52, -0.21], [-0.52, 1.94, -0.35], [-0.13, -1.84, 3.69], [0.76, 1.11, -3.35], [-0.04, -0.02, -0.28], [0.18, -0.90, -1.59], [-0.66, -0.05, -0.18], [-0.18, 1.90, 0.30], [0.43, 2.49, 0.62], [1.02, 0.81, 0.52], [-0.60, 1.23, 1.40], [-0.50, -0.39, -0.63], [0.32, -1.37, -0.13], [0.21, 0.20, 0.48], [1.06, 0.92, -0.45], [0.84, -0.16, -1.06], [-1.10, 1.48, -1.92], [-1.93, -0.11, 1.42], [0.36, 0.85, 0.23], [0.35, -0.32, 0.97], [0.16, 0.38, 0.07]],
  "lowdin_charge": [-0.0107, -0.0369, -0.1545, -0.1996, -0.4518, -0.3936, -0.4666, -0.0451, -0.1273, -0.2817, 0.0691, 0.9317, 0.1138, 0.0904, 0.0926, 0.0534, 0.0566, 0.0852, 0.0638, 0.0826, 0.0679, 0.0242, 0.1380, 0.1044, 0.0393, 0.0742, 0.0806]
}

=====

Question: What is the formula in the third record?
Answer: C10H15NS

=====

Question: Number 2 is which compound?
Answer: C4H17N2O2